1.
Here is a molecular structure, C10H10BrCeNO2 from the OMol25 dataset. Energies are from ωB97M-V/def2-TZVPD.

**ΔE to the lowest compared entry with this formula, charge and spin**: 0.0 kcal per mole
**Highest occupied orbital energy (spin up / spin down)**: -4.3 / -4.7 eV
**Orbital gap (spin up / spin down)**: 7.3 / 7.7 eV
**Electronic energy**: -3641.5226 hartree

```
! RIJCOSX wB97M-V def2-TZVPD def2/J DEFGRID3
* xyz -1 2
C -1.14 -0.91 -1.54
C -1.36 -1.97 -0.62
C -2.20 -1.48 0.44
H -0.94 -2.99 -0.68
C -2.51 -0.10 0.15
C -1.84 0.25 -1.07
H -1.91 1.22 -1.57
H -0.55 -0.97 -2.46
H -2.58 -2.06 1.28
H -3.19 0.54 0.73
Ce 0.02 -0.17 0.76
Br 1.08 -2.45 1.70
C 2.46 1.27 0.41
C 1.56 2.01 -0.42
C 1.25 1.21 -1.55
H 1.22 3.04 -0.25
C 1.94 -0.03 -1.43
C 2.69 0.01 -0.21
H 3.37 -0.77 0.16
H 2.95 1.65 1.31
H 0.63 1.51 -2.40
H 1.96 -0.85 -2.15
O -1.76 0.48 3.87
N -1.09 0.40 2.85
O -0.05 1.18 2.69
*
```

---

2.
Here is 2 unconnected molecules or ions with the total composition C5H16N2O from the OMol25 dataset. Energies are from ωB97M-V/def2-TZVPD.

**ΔE to the lowest compared entry with this formula, charge and spin**: 40.0 kcal per mole
**Highest occupied orbital energy**: -8.6 eV
**Orbital gap**: 9.5 eV
**Electronic energy**: -384.7943 hartree

```
! RIJCOSX wB97M-V def2-TZVPD def2/J DEFGRID3
* xyz 0 1
C 0.32 -1.35 -2.99
C 0.75 -2.02 -1.61
C -0.46 -2.26 -0.69
N -0.81 -1.22 0.33
C -1.05 0.13 -0.18
C 0.18 1.05 0.30
N 0.22 1.22 1.75
H -0.08 -0.35 -2.89
H 1.15 -1.47 -3.68
H -0.39 -2.08 -3.40
H 1.52 -1.38 -1.17
H 1.35 -2.93 -1.68
H -0.59 -3.24 -0.21
H -1.33 -2.31 -1.37
H -0.09 -1.18 1.03
H -1.06 0.23 -1.25
H -1.93 0.58 0.29
H 1.09 0.76 -0.25
H -0.03 2.09 0.02
H 0.75 0.47 2.22
H -0.65 1.07 2.24
O 0.16 4.99 4.63
H 1.09 5.02 4.38
H -0.09 4.17 4.19
*
```

---

3.
Here is a single C7H10N2O molecule from the OMol25 dataset. Energies are from ωB97M-V/def2-TZVPD.

**ΔE to the lowest compared entry with this formula, charge and spin**: 123.8 kcal per mole
**Highest occupied orbital energy (spin up / spin down)**: -7.4 / -7.2 eV
**Orbital gap (spin up / spin down)**: 7.4 / 7.8 eV
**Electronic energy**: -457.3115 hartree

```
! RIJCOSX wB97M-V def2-TZVPD def2/J DEFGRID3
* xyz 0 1
C -0.87 -3.27 -0.20
C -1.05 -1.90 -0.16
C 0.76 -2.42 0.89
C -0.89 0.93 0.02
C -0.11 2.25 -0.13
C 0.09 -0.03 0.55
C 1.10 1.90 -1.01
N 0.22 -3.58 0.53
N -0.02 -1.33 0.48
O 2.30 2.50 -0.74
H -1.44 -4.03 -0.67
H -1.85 -1.29 -0.42
H 1.44 -2.33 1.66
H -1.79 1.12 0.64
H -1.44 0.75 -0.86
H -0.54 3.11 -0.69
H 0.36 2.58 0.70
H 0.73 0.30 1.37
H 0.84 1.82 -2.10
H 2.14 2.89 0.15
*
```

---

4.
Here is a molecular structure, C28H30AlN3S3Se2 from the OMol25 dataset. Energies are from ωB97M-V/def2-TZVPD.

**ΔE to the lowest compared entry with this formula, charge and spin**: 21.6 kcal per mole
**Highest occupied orbital energy**: -12.9 eV
**Orbital gap**: 7.0 eV
**Electronic energy**: -7488.6185 hartree

```
! RIJCOSX wB97M-V def2-TZVPD def2/J DEFGRID3
* xyz 2 1
Al 0.18 -0.61 0.69
C 1.42 2.25 3.44
C 0.40 2.97 2.45
S 0.01 2.04 1.01
C -1.82 2.19 0.93
C -2.73 1.15 1.67
S -1.94 -0.52 1.98
C -1.43 -0.53 3.74
C -0.59 0.53 4.38
S 1.17 0.54 3.79
H 1.41 2.79 4.42
H 2.43 2.31 3.07
H 1.01 3.80 2.20
H -0.48 3.24 3.07
H -1.94 2.10 -0.21
H -2.17 3.11 1.30
H -3.66 0.88 1.19
H -3.02 1.45 2.66
H -0.99 -1.51 3.79
H -2.33 -0.58 4.38
H -0.53 0.33 5.44
H -1.02 1.50 4.14
Se 1.48 -2.51 2.28
Se 1.41 -4.10 0.66
C 0.46 -3.22 -0.77
C 0.58 -3.75 -1.98
C -0.10 -3.04 -3.04
C -0.78 -1.89 -2.86
C -1.02 -1.42 -1.49
N -0.34 -2.15 -0.43
C 2.84 -1.44 1.47
C 4.23 -1.59 1.56
C 4.98 -0.51 1.16
C 4.37 0.55 0.52
C 3.02 0.58 0.28
N 2.27 -0.43 0.80
H 1.11 -4.67 -2.10
H -0.02 -3.36 -4.11
H -1.25 -1.32 -3.67
H -0.95 0.83 -1.21
H 4.65 -2.45 2.02
H 5.95 -0.54 1.43
H 4.96 1.37 0.20
H 2.62 1.55 -0.21
C -5.21 -0.50 -1.46
C -4.69 -1.59 -0.75
C -3.30 -1.81 -0.63
C -2.45 -1.02 -1.35
C -3.00 0.04 -2.10
C -4.33 0.34 -2.08
N -0.29 0.04 -1.20
C 0.73 0.49 -2.12
C 0.76 1.84 -2.36
C 1.88 2.35 -3.07
C 2.81 1.53 -3.66
C 2.73 0.13 -3.45
C 1.74 -0.36 -2.60
H -6.27 -0.31 -1.50
H -5.49 -2.17 -0.28
H -2.84 -2.72 -0.14
H -2.37 0.67 -2.81
H -4.77 1.18 -2.62
H -0.05 2.46 -2.03
H 1.91 3.44 -3.20
H 3.55 2.01 -4.29
H 3.34 -0.55 -3.99
H 1.76 -1.42 -2.37
*
```

---

Question: Which value of ΔE to the lowest compared entry with this formula, charge and spin does entry 3 give?
Answer: 123.8 kcal per mole

---

Question: Which of these has the highest ΔE to the lowest compared entry with this formula, charge and spin?
Answer: C7H10N2O

---

Question: Which value of electronic energy does entry 4 give?
Answer: -7488.6185 hartree